[1]
{
  "formula": "FH2NO3S",
  "method": "wB97M-V/def2-TZVPD",
  "homo_lumo_gap_ev": 10.8,
  "e_homo_ev": -10.689,
  "elements": ["N", "O", "O", "O", "F", "S", "H", "H"],
  "coordinates": [[-0.185918, 0.293999, -1.132942], [0.667073, 0.332680, 2.509232], [0.138612, 0.700542, 0.326025], [0.131819, -0.877049, -1.497735], [-0.698972, -1.382310, 1.323619], [0.727537, -0.423248, 1.297244], [-1.128436, 0.401960, -1.025398], [0.348285, 0.953426, -1.800046]],
  "atomic_forces_ev_per_a": [[4.1, -1.1, -2.5], [0.5, -0.4, 0.4], [0.3, 0.9, -0.6], [0.1, -0.6, 0.3], [1.6, 1.0, -0.1], [-2.1, -0.8, 0.5], [-3.5, 1.0, 0.0], [-1.2, 0.0, 1.9]],
  "nbo_charge": [0.05, -0.86, -0.67, -0.55, -0.54, 1.80, 0.38, 0.39]
}



[2]
{
  "formula": "FH2NO4S2",
  "method": "wB97M-V/def2-TZVPD",
  "homo_lumo_gap_ev": [7.1, 7.6],
  "e_homo_ev": [-7.033, -10.948],
  "spin_multiplicity": 3,
  "elements": ["N", "O", "O", "O", "O", "F", "S", "S", "H", "H"],
  "coordinates": [[-0.796625, -0.990330, 0.409046], [1.530872, -2.074701, 0.336027], [1.210184, 0.317883, 0.692190], [-1.566660, 1.805778, -0.123804], [-0.395902, 1.581174, -0.943867], [0.965507, -0.609558, -1.521423], [1.005015, 1.830008, -0.128776], [0.693522, -0.993377, 0.035996], [-1.078800, -1.891447, 0.781960], [-1.567112, 1.024573, 0.462653]],
  "atomic_forces_ev_per_a": [[1.2, 0.1, -0.9], [1.0, -1.2, -0.3], [0.1, -3.5, 0.4], [0.4, 0.3, 0.3], [0.0, -0.9, 0.5], [-0.4, -0.5, 1.4], [0.2, 6.0, -2.0], [-2.5, 0.3, 1.2], [0.0, -0.1, -0.4], [0.0, -0.5, -0.3]],
  "lowdin_spin": [0.02, 0.03, 0.33, 0.09, 0.15, 0.01, 1.33, 0.04, 0.00, 0.00]
}



| no. | strongest force on any atom (eV Å⁻¹) | molecular weight (g mol⁻¹) | E_tot (eV) |
| --- | --- | --- | --- |
| 1 | 4.9 | 115.09 | -21213.005 |
| 2 | 6.3 | 163.15 | -34091.684 |